1.
ORCA calculation (ωB97M-V/def2-TZVPD) on a cluster of 10 separate species, C30H80O10 in total in a non-equilibrium geometry.

Its largest force on an atom is 2.500 eV/Å. The spin multiplicity is 2. As for the energy above the lowest of the compared OMol25 structures with the same formula, charge and spin: 87.6 kJ/mol. The calculation puts the energy at -52879.832 eV. Its LUMO energy (alpha / beta) is 2.26 / 2.21 eV. The HOMO energy (alpha / beta) is 0.7 / -7.6 eV. For the orbital gap (alpha / beta), the calculation gives 1.55 / 9.78 eV. As for the net charge: -1.

Geometry as XYZ:
```
120
C30H80O10, DFT ωB97M-V/def2-TZVPD
C -0.7682 2.1492 4.6650
C -1.3528 3.4682 4.0535
C -0.2304 4.4726 3.7750
O -2.0782 3.1605 2.8574
H -1.3853 1.2507 4.6663
H -0.2387 2.2734 5.6096
H -0.0048 1.7731 3.9839
H -2.0044 4.0044 4.7434
H 0.3261 4.7525 4.6695
H -0.5989 5.4333 3.4152
H 0.4297 4.0517 3.0166
H -2.5574 3.9716 2.6730
C 1.8621 3.4311 -2.8464
C 2.4687 3.6889 -4.2025
C 1.3586 4.0534 -5.2351
O 3.4565 4.7127 -4.1137
H 1.4525 4.3664 -2.4648
H 2.5862 3.1710 -2.0744
H 1.0657 2.6890 -2.9033
H 2.9162 2.7872 -4.6206
H 0.9549 4.9854 -4.8394
H 0.6321 3.2417 -5.1978
H 1.8745 4.1390 -6.1915
H 3.0130 5.5353 -3.8939
C -0.2604 1.9979 0.1666
C -1.1268 0.7975 0.4700
C -0.5174 -0.5351 -0.0501
O -1.2835 0.7660 1.8660
H -0.1340 2.0803 -0.9129
H 0.6688 1.9477 0.7341
H -0.8491 2.8886 0.3865
H -2.0695 0.9540 -0.0543
H 0.3469 -0.7854 0.5651
H -0.1557 -0.3475 -1.0611
H -1.3009 -1.2897 0.0186
H -1.6044 1.6312 2.1307
C -4.1808 -3.1856 -0.6811
C -4.6410 -4.2155 -1.7082
C -6.0808 -4.6663 -1.5612
O -4.4367 -3.4475 -2.9167
H -4.2685 -3.5158 0.3540
H -4.6117 -2.1857 -0.7317
H -3.0940 -3.1058 -0.7040
H -4.0056 -5.1009 -1.6879
H -6.4199 -5.1163 -2.4942
H -6.7550 -3.8557 -1.2846
H -6.0759 -5.4072 -0.7617
H -4.8683 -3.9027 -3.6435
C -2.6951 1.3705 -2.9560
C -4.1489 0.8857 -3.0191
C -4.7353 0.8934 -1.5822
O -4.8343 1.7816 -3.8338
H -2.6496 2.3740 -2.5328
H -2.1824 1.5607 -3.8989
H -2.0298 0.7258 -2.3818
H -4.2514 -0.0971 -3.4792
H -4.4356 1.7818 -1.0263
H -4.4175 0.0748 -0.9365
H -5.8248 0.8938 -1.6149
H -4.3799 1.6886 -4.6743
C 5.3106 -0.4023 -3.9463
C 4.4354 0.1271 -2.8163
C 3.0655 -0.5893 -2.6922
O 5.1773 0.1606 -1.6025
H 6.2482 0.1466 -4.0346
H 4.7241 -0.2550 -4.8531
H 5.5546 -1.4646 -3.9347
H 4.1745 1.1626 -3.0354
H 2.3956 -0.5533 -3.5513
H 2.5568 -0.1563 -1.8309
H 3.3508 -1.6204 -2.4837
H 5.9131 0.7686 -1.7056
C 4.7941 4.0496 -0.6024
C 3.9383 4.0074 0.6583
C 4.1865 2.7996 1.5355
O 4.0369 5.2326 1.4116
H 4.6313 4.8748 -1.2957
H 4.7174 3.1362 -1.1922
H 5.8637 4.2145 -0.4730
H 2.8825 3.9074 0.4064
H 3.4217 2.6829 2.3034
H 5.1420 2.7330 2.0558
H 4.0524 2.0014 0.8054
H 4.9245 5.1829 1.7740
C -3.0185 -3.2737 3.8193
C -2.9049 -1.9513 3.1132
C -4.0386 -1.0347 3.5898
O -1.7003 -1.3844 3.5208
H -3.2138 -3.0234 4.8621
H -2.0748 -3.8153 3.7544
H -3.8111 -3.9371 3.4733
H -3.0297 -2.0542 2.0353
H -3.8776 -0.7236 4.6220
H -4.9510 -1.6301 3.5554
H -4.1372 -0.1578 2.9499
H -1.6274 -0.5398 3.0705
C 4.1822 -2.7470 2.0620
C 3.9017 -1.4538 1.2210
C 2.8364 -0.6349 1.9040
O 5.0881 -0.7045 1.0580
H 4.5039 -3.5491 1.3978
H 3.3343 -3.0579 2.6723
H 5.0101 -2.5655 2.7474
H 3.6333 -1.7316 0.2017
H 2.5046 0.3117 1.4774
H 3.1130 -0.4213 2.9364
H 1.9191 -1.2059 2.0474
H 5.0772 -0.2756 0.1992
C -0.0239 -4.3390 1.2507
C -0.6509 -5.7157 1.2556
C -2.1123 -5.6458 0.8923
O -0.0865 -6.5583 0.3401
H -0.0571 -3.9340 0.2393
H 1.0047 -4.3588 1.6108
H -0.6040 -3.6328 1.8448
H -0.5778 -6.1739 2.2419
H -2.6775 -6.5576 1.0853
H -2.1758 -5.2163 -0.1075
H -2.6214 -4.9518 1.5611
H -0.5030 -7.3978 0.5478
```

***

2.
ORCA calculation (ωB97M-V/def2-TZVPD) on a cluster of 3 separate species, CH5NOP2 in total in a non-equilibrium geometry.

Its largest force on an atom is 3.704 eV/Å. As for the energy above the lowest of the compared OMol25 structures with the same formula, charge and spin: 355.8 kJ/mol. The calculation puts the energy at -23228.769 eV. Its LUMO energy (alpha / beta) is -1.01 / -0.56 eV. The HOMO energy (alpha / beta) is -7.6 / -7.4 eV. For the orbital gap (alpha / beta), the calculation gives 6.56 / 6.84 eV.

Geometry as XYZ:
```
10
CH5NOP2, DFT ωB97M-V/def2-TZVPD
C -0.7889 -2.0578 -0.1159
N 1.6273 -0.4715 -0.1149
O -0.7302 -0.8176 -0.3481
P 3.1651 -0.1321 -0.0758
P 0.3354 0.4031 -0.5180
H -1.6906 2.8488 -0.6890
H -1.7972 -2.3579 -0.4331
H 0.1948 -2.5480 0.0117
H 3.7775 -1.4919 -0.2639
H -1.4943 3.6680 -0.7856
```

***

3.
ORCA calculation (ωB97M-V/def2-TZVPD) on a structure of composition C22H20MoN2O6S2 in a non-equilibrium geometry.

Its largest force on an atom is 1.037 eV/Å. The calculation puts the energy at -61912.276 eV. Its LUMO energy is -9.42 eV. The HOMO energy is -15.5 eV. For the orbital gap, the calculation gives 6.12 eV. As for the net charge: +2.

Geometry as XYZ:
```
53
C22H20MoN2O6S2, DFT ωB97M-V/def2-TZVPD
Mo -0.4819 -1.3138 0.2392
O -2.2501 -4.6808 -0.8077
C -2.0953 -3.8843 0.0357
O -0.8870 -3.0939 0.0671
C -2.9616 -3.4347 1.1883
C -2.1368 -2.9750 2.3945
C -3.0065 -2.8009 3.6252
C -3.8137 -1.5273 3.2835
C -3.2729 -1.1596 1.9132
O -1.8560 -1.5647 2.0223
C -3.7588 -2.1264 0.8299
C -3.4293 -1.5754 -0.5312
O -4.0581 -1.5268 -1.5210
O -2.1290 -0.9717 -0.5435
H -3.6431 -4.2507 1.4329
H -1.1915 -3.4941 2.5435
H -2.3923 -2.6572 4.5105
H -3.6332 -3.6758 3.7872
H -3.6209 -0.7309 3.9980
H -4.8881 -1.6955 3.2462
H -3.3174 -0.1042 1.6510
H -4.8347 -2.3007 0.8635
S 1.5546 -1.5551 -0.8229
C 2.1255 -1.1860 0.8154
S 0.9726 -1.5315 2.0838
C 3.3525 -0.6460 1.0129
C 4.1274 -0.2373 -0.1199
N 4.6626 0.1727 -1.0472
C 3.8272 -0.3850 2.3340
N 4.1377 -0.1658 3.4152
C 3.9588 2.9824 -3.9385
C 2.8544 2.7890 -2.9726
C 1.8079 1.8871 -3.2703
C 0.8360 1.5882 -2.3606
C -0.3478 0.7598 -2.7603
C 0.9287 2.2049 -1.0496
C 0.3528 1.7217 0.0995
O -0.2173 0.5539 0.2356
C 1.8708 3.2950 -0.8241
C 1.8557 4.1114 0.4297
C 2.8283 3.5200 -1.7769
H 3.6840 2.6734 -4.9434
H 4.7893 2.3481 -3.6052
H 4.3188 4.0101 -3.9409
H 1.7676 1.4584 -4.2626
H -0.4637 0.7895 -3.8428
H -1.2656 1.1299 -2.3018
H -0.2391 -0.2930 -2.4897
H 0.4050 2.2658 1.0419
H 2.3744 3.6016 1.2441
H 0.8433 4.3478 0.7524
H 2.3829 5.0467 0.2554
H 3.5729 4.2873 -1.6186
```